Record 1
This record from the OMol25 dataset describes the ion C5H15N2 with charge +1 at a distorted geometry. The level of theory is the ωB97M-V functional and the def2-TZVPD basis.

Each line ends with the Löwdin charge.
CARTESIAN COORDINATES (ANGSTROEM)
C  -2.06739  -1.90658  1.52268  -0.076
C  -1.32458  -1.77025  0.24146  -0.154
N  -0.00226  -1.01438  0.63397  0.073
C  -0.11757  0.58728  0.83540  -0.073
C  0.05593  1.38337  -0.44051  -0.247
N  1.10394  0.91465  -1.34592  -0.125
C  2.31430  1.78105  -1.51463  -0.077
H  -3.01410  -2.44792  1.47367  0.101
H  -1.38755  -2.59645  2.15048  0.117
H  -2.04035  -1.00391  2.06015  0.053
H  -1.08520  -2.67089  -0.30902  0.130
H  -1.88899  -1.15944  -0.41193  0.110
H  0.54844  -1.42383  1.41067  0.177
H  0.65346  -1.17784  -0.13953  0.142
H  -1.09707  0.86261  1.26158  0.129
H  0.60029  0.89895  1.53324  0.103
H  -0.87736  1.69318  -0.99343  0.133
H  0.29269  2.48372  -0.02270  0.165
H  0.68825  0.72045  -2.21458  0.082
H  2.50533  2.43395  -0.68751  0.066
H  2.08147  2.51602  -2.33706  0.104
H  3.14483  1.12035  -1.65680  0.069

Relative energy (zero: lowest compared OMol25 entry of this formula, charge and spin), eV: 1.9027
LUMO, eV: -2.9
SMILES: CC[NH2+]CCNC
HOMO-LUMO gap, eV: 10.16
Total charge: +1

Record 2
This record from the OMol25 dataset describes an isolated molecule of C11H9N3O at a distorted geometry. The level of theory is the ωB97M-V functional and the def2-TZVPD basis.

Each line ends with the Löwdin charge.
CARTESIAN COORDINATES (ANGSTROEM)
C  3.81905  0.79039  0.00104  -0.081
C  3.08959  1.93108  -0.28888  -0.070
C  3.16152  -0.42084  0.13762  -0.075
C  1.71311  1.87325  -0.40515  -0.002
C  1.78584  -0.49515  0.02306  -0.009
C  1.05591  0.66309  -0.21643  -0.171
C  -3.87689  1.36088  0.69409  -0.052
C  -2.24561  -0.54582  -0.21331  -0.323
C  -1.17181  1.66222  -0.02622  -0.288
C  -2.73319  0.80856  0.00344  -0.235
C  -3.12279  -1.73984  -0.33414  -0.029
N  -4.00016  1.41334  -0.54637  0.200
N  -0.96892  -0.61877  -0.33198  0.124
N  -0.35290  0.60942  -0.21911  0.028
O  -0.99726  2.82887  0.17001  0.115
H  4.89078  0.85092  0.12141  0.104
H  3.59283  2.87806  -0.42951  0.108
H  3.72143  -1.31521  0.36480  0.105
H  1.15808  2.76894  -0.62182  0.107
H  1.26512  -1.43266  0.12696  0.105
H  -4.29163  1.61417  1.63851  0.105
H  -4.14821  -1.43883  -0.54636  0.076
H  -3.10522  -2.31248  0.59410  0.081
H  -2.76114  -2.38628  -1.12739  0.077

Relative energy (zero: lowest compared OMol25 entry of this formula, charge and spin), eV: 0.0000
LUMO (spin up / spin down), eV: 0.9 / -2.7
Expectation value of S²: 2.0165
HOMO-LUMO gap (spin up / spin down), eV: 6.19 / 6.53
Total charge: 0
2S+1: 3

Record 3
This record from the OMol25 dataset describes an isolated molecule of C5H7NO at a distorted geometry. The level of theory is the ωB97M-V functional and the def2-TZVPD basis.

Each line ends with the Löwdin charge.
CARTESIAN COORDINATES (ANGSTROEM)
C  1.94935  0.10757  -0.12623  -0.011
C  0.73470  -0.71825  0.12520  -0.419
O  0.71726  -1.70633  0.81979  0.101
C  -0.57326  -0.06313  -0.37240  -0.287
C  -1.77538  -0.45228  0.48650  -0.049
C  -0.47769  1.39992  -0.54439  -0.207
N  -0.42946  2.55141  -0.69191  0.164
H  2.88090  -0.41306  0.06832  0.091
H  1.79594  0.87310  0.62499  0.099
H  1.98148  0.60874  -1.09639  0.094
H  -0.68043  -0.47926  -1.38136  0.160
H  -1.74438  0.03329  1.46740  0.096
H  -2.70512  -0.17001  -0.01086  0.087
H  -1.74827  -1.53177  0.63751  0.082

Relative energy (zero: lowest compared OMol25 entry of this formula, charge and spin), eV: 0.6238
LUMO, eV: 0.7
SMILES: CC(=O)[C@@H](C)C#N
HOMO-LUMO gap, eV: 10.95
Total charge: 0

Record 4
This record from the OMol25 dataset describes a structure of composition C14H17BCoF6N6O at a distorted geometry. The level of theory is the ωB97M-V functional and the def2-TZVPD basis.

Each line ends with the Löwdin charge.
CARTESIAN COORDINATES (ANGSTROEM)
C  2.44585  -1.05518  -0.11208  -0.062
N  1.11864  -0.81875  -0.31498  -0.046
N  1.00618  0.14341  -1.30475  0.021
C  2.25953  0.52773  -1.66624  -0.014
C  3.18746  -0.21351  -0.94239  0.002
B  -0.24772  0.31499  -2.20136  -0.447
N  -1.16161  -0.93494  -1.98907  0.036
N  -0.95792  -1.90531  -0.99934  -0.086
C  -1.43021  -3.09049  -1.47310  -0.035
C  -2.00891  -2.87436  -2.72811  0.012
C  -1.82849  -1.52850  -3.01518  -0.003
Co  -0.21471  -1.67734  0.62943  0.713
N  -0.75120  1.80881  -2.39466  0.031
N  -1.62357  2.58146  -1.60540  0.179
C  -1.74031  3.77232  -2.21430  -0.039
C  -0.98505  3.79160  -3.42625  0.112
C  -0.37310  2.54271  -3.48073  0.038
H  -2.34162  4.57765  -1.81215  0.136
H  0.29898  2.11359  -4.21446  0.150
H  -0.91634  4.57830  -4.14735  0.138
H  0.20673  0.09049  -3.32737  0.130
H  -2.04639  -0.96650  -3.90958  0.147
H  2.39693  1.24981  -2.45683  0.138
H  -2.46588  -3.62241  -3.35067  0.124
H  4.25941  -0.16061  -1.01219  0.123
H  -1.33142  -3.99333  -0.89231  0.137
H  2.75612  -1.83581  0.57525  0.142
H  -2.10077  -0.86300  1.10181  0.090
C  -1.96603  -1.85009  1.59305  0.001
H  -2.86574  -2.41769  1.33872  0.099
H  -1.11566  -2.58427  1.24283  0.034
H  -1.90047  -1.69658  2.66875  0.077
C  1.94788  0.94560  2.45135  0.043
C  0.79215  0.07473  2.93448  -0.360
O  0.50535  -1.03055  2.18526  -0.053
C  1.23750  -0.50569  4.34028  -0.482
F  1.44367  0.48293  5.26426  0.162
F  0.34800  -1.37783  4.85847  0.171
F  2.42188  -1.17381  4.19087  0.149
C  -0.44291  1.03744  3.12153  -0.477
F  -0.13288  2.14012  3.86918  0.163
F  -0.85059  1.49235  1.89269  0.120
F  -1.50511  0.42570  3.69796  0.160
H  2.82534  0.32652  2.24149  0.103
H  2.18266  1.66177  3.24401  0.121
H  1.66435  1.49656  1.54918  0.103

Relative energy (zero: lowest compared OMol25 entry of this formula, charge and spin), eV: 1.4277
LUMO (spin up / spin down), eV: -7.9 / -10.4
Expectation value of S²: 3.8056
HOMO-LUMO gap (spin up / spin down), eV: 8.32 / 5.71
Total charge: +2
2S+1: 4

Record 5
This record from the OMol25 dataset describes a structure of composition C4H7NO. The level of theory is the ωB97M-V functional and the def2-TZVPD basis.

Each line ends with the Löwdin charge.
CARTESIAN COORDINATES (ANGSTROEM)
C  -1.77844  -0.44536  0.28700  -0.122
C  -0.37136  -0.76013  0.68388  -0.186
C  0.75009  0.74992  -1.03602  -0.115
N  0.62788  -0.01244  0.21714  -0.108
C  1.89596  0.31900  0.45472  -0.112
O  2.12311  1.00555  -0.76304  -0.058
H  -2.21452  0.40312  0.84192  0.068
H  -2.42481  -1.30966  0.46965  0.066
H  -1.86856  -0.20599  -0.78248  0.065
H  -0.14864  -1.34139  1.57033  0.098
H  0.60904  0.10816  -1.90807  0.146
H  0.13706  1.65365  -1.07586  0.140
H  2.66321  -0.16443  1.04081  0.117

Relative energy (zero: lowest compared OMol25 entry of this formula, charge and spin), eV: 4.6193
LUMO (spin up / spin down), eV: 1.0 / 1.0
HOMO-LUMO gap (spin up / spin down), eV: 7.22 / 7.19
Total charge: 0

Record 6
This record from the OMol25 dataset describes a structure of composition C10H6Br4NORhSe at a distorted geometry. The level of theory is the ωB97M-V functional and the def2-TZVPD basis.

Each line ends with the Löwdin charge.
CARTESIAN COORDINATES (ANGSTROEM)
Rh  -0.04341  0.00131  -0.09106  0.210
Br  -2.45795  -0.22137  -0.09709  0.681
C  -3.48148  -0.21510  -1.82380  -0.925
Br  -2.45282  -0.02486  -3.45469  0.581
H  -4.17108  0.62199  -1.75928  0.003
H  -4.00605  -1.16568  -1.86362  0.003
Br  5.01751  0.39279  1.21030  0.813
C  3.59046  0.19001  2.42591  -0.582
C  3.84985  0.13448  3.78733  -0.185
C  2.82379  -0.01311  4.69195  -0.584
Br  3.23973  -0.08287  6.54494  0.805
C  1.47933  -0.11222  4.26259  -0.200
C  0.36714  -0.26443  5.11006  -0.089
C  -0.89084  -0.34912  4.57043  -0.085
C  -1.04296  -0.28216  3.18284  -0.193
N  -0.02436  -0.14030  2.36459  -0.001
C  1.21791  -0.05507  2.87014  -0.157
C  2.28261  0.09997  1.89897  -0.407
O  2.03317  0.14906  0.66356  -0.185
H  4.87085  0.20901  4.12607  0.093
H  0.51419  -0.31319  6.17786  0.066
H  -1.75742  -0.46596  5.20061  0.098
H  -2.02567  -0.34681  2.73539  0.054
Se  0.83905  0.20664  -2.21182  0.186

Relative energy (zero: lowest compared OMol25 entry of this formula, charge and spin), eV: 0.5799
LUMO (spin up / spin down), eV: -1.1 / -2.2
Expectation value of S²: 6.0608
HOMO-LUMO gap (spin up / spin down), eV: 3.93 / 6.85
Total charge: 0
2S+1: 5

Record 7
This record from the OMol25 dataset describes an isolated molecule of C5H8O at a distorted geometry. The level of theory is the ωB97M-V functional and the def2-TZVPD basis.

Each line ends with the Löwdin charge.
CARTESIAN COORDINATES (ANGSTROEM)
O  1.32249  -1.39797  0.02760  0.006
C  0.87315  -0.39248  0.85362  -0.329
C  0.34209  0.88885  0.43936  -0.206
C  -0.21280  0.75311  -0.98262  -0.124
C  -1.27829  -0.25585  -0.46374  -0.144
C  -0.73083  -0.07114  0.95344  -0.107
H  1.80702  -0.97232  -0.68591  0.097
H  1.36362  -0.37758  1.83609  0.152
H  0.69428  1.80682  0.89153  0.125
H  0.49504  0.35215  -1.72214  0.102
H  -0.61472  1.68851  -1.37365  0.107
H  -2.30214  0.09299  -0.66461  0.104
H  -1.19296  -1.28499  -0.81466  0.102
H  -0.56593  -0.83011  1.70569  0.116

Relative energy (zero: lowest compared OMol25 entry of this formula, charge and spin), eV: 3.6728
LUMO, eV: 0.9
SMILES: O[C@H]1[C@H]2CC[C@@H]12
HOMO-LUMO gap, eV: 9.25
Total charge: 0

Record 8
This record from the OMol25 dataset describes a structure of composition C44H33IrNP2S3Te at a distorted geometry. The level of theory is the ωB97M-V functional and the def2-TZVPD basis.

Each line ends with the Löwdin charge.
CARTESIAN COORDINATES (ANGSTROEM)
Ir  -0.79525  0.11911  -0.74831  0.788
S  -1.60862  1.94957  1.41889  0.319
P  0.32024  1.47730  1.53783  0.397
C  0.50845  -0.13516  0.81621  -0.688
P  0.09772  -1.56561  1.74792  0.448
S  -1.87297  -2.00342  1.94017  0.148
C  0.84366  -3.04037  0.93548  -0.330
C  1.27048  -4.13262  1.69429  -0.086
C  1.76923  -5.27356  1.07671  -0.080
C  1.82907  -5.35210  -0.30625  -0.089
C  1.37655  -4.28636  -1.07150  -0.070
C  0.88323  -3.14298  -0.45437  -0.136
C  0.78299  -1.69267  3.43279  -0.367
C  -0.03520  -1.64473  4.55572  -0.102
C  0.51332  -1.79312  5.82469  -0.074
C  1.87770  -1.98922  5.97627  -0.083
C  2.70118  -2.03009  4.85908  -0.080
C  2.15799  -1.87526  3.59312  -0.112
C  1.24196  2.74996  0.57895  -0.316
C  1.14908  2.74520  -0.80766  -0.095
C  1.71281  3.75159  -1.57424  -0.066
C  2.37397  4.80286  -0.95518  -0.086
C  2.45314  4.83921  0.42929  -0.076
C  1.88687  3.82457  1.19473  -0.072
C  1.05712  1.73150  3.18058  -0.367
C  2.43720  1.58304  3.33913  -0.108
C  3.04418  1.95854  4.52809  -0.079
C  2.27537  2.47767  5.56481  -0.084
C  0.90265  2.60475  5.41757  -0.075
C  0.29129  2.23276  4.22254  -0.093
H  1.20751  -4.10080  2.77236  0.103
H  2.10694  -6.10848  1.68101  0.103
H  2.21914  -6.24489  -0.78407  0.102
H  1.39856  -4.33856  -2.15538  0.109
H  0.52859  -2.32781  -1.05700  0.021
H  -1.10156  -1.51072  4.43255  0.063
H  -0.13090  -1.76337  6.69588  0.104
H  2.30374  -2.10391  6.96683  0.103
H  3.76950  -2.17938  4.97483  0.105
H  2.79627  -1.91439  2.71716  0.117
H  0.62316  1.93977  -1.30458  0.043
H  1.63199  3.71349  -2.65553  0.107
H  2.81490  5.59547  -1.54922  0.102
H  2.95437  5.66290  0.92311  0.103
H  1.94632  3.89104  2.27084  0.100
H  3.03038  1.20154  2.51390  0.117
H  4.11773  1.85495  4.64435  0.105
H  2.75291  2.78444  6.49007  0.103
H  0.30376  3.00603  6.22773  0.104
H  -0.77784  2.35113  4.08305  0.075
C  2.51560  -0.55388  -3.44320  -0.069
C  2.03131  0.00608  -4.62055  -0.085
C  0.76486  0.56015  -4.63905  -0.037
C  -0.01765  0.55712  -3.48745  -0.219
C  0.45047  -0.03758  -2.31036  -0.276
C  1.73255  -0.58256  -2.29893  -0.100
C  -1.32635  1.20585  -3.40435  -0.248
C  -1.83156  2.06174  -4.40918  0.010
C  -2.97134  2.75564  -4.20407  0.000
C  -3.67785  2.58654  -3.00533  -0.151
C  -4.86500  3.30342  -2.73034  -0.035
C  -5.54758  3.09107  -1.57704  -0.072
C  -5.08524  2.11636  -0.66531  -0.056
C  -3.93945  1.41381  -0.90276  -0.103
C  -3.17054  1.65644  -2.06189  -0.183
N  -1.96566  1.00089  -2.27601  -0.029
H  3.51719  -0.96736  -3.41109  0.106
H  2.64470  0.02113  -5.51187  0.100
H  0.38431  0.99913  -5.55654  0.103
H  2.13202  -1.01304  -1.39298  0.086
H  -1.27696  2.17972  -5.32974  0.107
H  -3.35264  3.44196  -4.95287  0.125
H  -5.22114  4.02639  -3.45696  0.116
H  -6.44834  3.65662  -1.36845  0.107
H  -5.63653  1.91704  0.24588  0.113
H  -3.61117  0.69010  -0.17790  0.015
Te  -2.54946  -2.01398  -0.85216  1.109
C  -2.46656  -3.03149  -2.70274  -0.951
C  -2.62027  -4.37458  -2.89694  -0.251
C  -2.79375  -4.72113  -4.27058  -0.195
C  -2.76861  -3.63351  -5.08963  -0.423
S  -2.52590  -2.19166  -4.20230  0.940
H  -2.61010  -5.09158  -2.08239  0.101
H  -2.93721  -5.73471  -4.62592  0.102
H  -2.89700  -3.59902  -6.16423  0.066

Relative energy (zero: lowest compared OMol25 entry of this formula, charge and spin), eV: 1.7142
LUMO (spin up / spin down), eV: -1.2 / -1.6
Expectation value of S²: 0.7735
HOMO-LUMO gap (spin up / spin down), eV: 5.57 / 4.98
Total charge: 0
2S+1: 2